(1)
# C15H58O25S2

21 unconnected molecules or ions with the total composition C15H58O25S2 (the ωB97M-V functional and the def2-TZVPD basis, the OMol25 dataset).

Structure (ORCA input):
```
! wB97M-V def2-TZVPD RIJCOSX def2/J DEFGRID3
* xyz 0 1
O 3.253 -2.073 -1.108
O 0.831 2.530 -0.295
O -3.047 -1.943 -3.202
O -2.259 -3.335 -1.333
O 0.799 0.549 4.931
S 2.175 1.539 2.293
C 2.815 -0.927 -0.979
C 1.305 1.424 -0.431
C 2.859 -0.309 0.354
C 2.106 0.849 0.663
C 0.433 -1.842 -3.255
C -0.504 -1.544 -2.287
C 0.074 -2.835 -4.390
C 0.286 1.651 4.228
C 0.427 1.475 2.727
C 1.719 -1.135 -3.331
C -1.490 0.344 -1.049
C 2.151 -0.216 -2.161
C -0.210 -0.392 -1.273
C 0.891 0.572 -1.632
C -2.629 -0.715 -0.925
S -2.179 -2.061 -2.023
H 0.774 0.636 5.898
H 3.382 -0.922 1.044
H 0.880 -3.590 -4.496
H -0.869 -3.320 -4.195
H 0.024 -2.440 -5.368
H -0.815 1.780 4.424
H 0.819 2.526 4.567
H -0.042 0.515 2.344
H -0.049 2.341 2.279
H 2.440 -1.916 -3.349
H 1.862 -0.654 -4.316
H -1.400 0.941 -0.101
H -1.665 1.002 -1.787
H 2.878 0.456 -2.600
H 0.056 -0.858 -0.306
H 0.645 1.187 -2.544
H -2.821 -1.009 0.061
H -3.589 -0.290 -1.162
O -0.561 0.358 -5.605
H -1.428 -0.121 -5.397
H -0.439 1.098 -4.925
O 1.821 5.119 3.864
H 2.329 5.988 3.765
H 0.831 5.325 3.819
O -2.572 3.634 2.925
H -3.408 4.203 2.889
H -2.754 2.775 2.421
O -2.003 1.679 7.117
H -1.207 1.139 7.431
H -2.668 1.043 6.696
O 1.864 5.114 0.432
H 1.764 4.854 1.404
H 1.865 4.267 -0.122
O 2.223 1.304 -6.433
H 1.301 0.888 -6.400
H 2.396 1.756 -5.545
O -2.710 -0.222 2.719
H -2.167 -1.074 2.663
H -3.004 -0.097 3.679
O -0.391 3.876 6.823
H 0.133 4.031 7.675
H -0.930 3.027 6.934
O 1.713 -5.547 -5.935
H 0.820 -5.867 -6.288
H 2.387 -6.290 -6.066
O -3.421 1.791 1.293
H -4.124 1.334 0.727
H -2.916 1.078 1.804
O 4.532 -3.374 1.753
H 5.097 -3.039 0.983
H 3.797 -3.957 1.374
O 2.798 -5.176 -3.529
H 2.277 -5.081 -4.392
H 3.782 -5.082 -3.744
O 0.051 -2.496 1.710
H 0.598 -2.989 1.016
H -0.919 -2.760 1.593
O -3.036 -0.575 -5.600
H -2.818 -1.378 -6.177
H -3.343 -0.911 -4.696
O 0.776 -2.071 4.216
H 0.739 -1.061 4.269
H 0.530 -2.346 3.274
O 0.497 0.715 7.681
H 0.909 -0.154 7.996
H 0.584 1.393 8.427
O -5.566 0.596 0.089
H -5.787 -0.381 -0.049
H -6.058 1.133 -0.613
O -0.955 2.562 -4.156
H -1.642 2.650 -3.418
H -0.435 3.428 -4.207
O -2.442 -3.653 1.602
H -3.401 -3.859 1.848
H -2.305 -3.902 0.631
O 4.925 2.149 -2.451
H 4.160 2.274 -3.101
H 5.597 2.889 -2.609
*
```

For the orbital gap, the calculation gives 7.7 eV. The HOMO energy is -8.56 eV. As for the largest force on an atom: 4.6 eV Å⁻¹.

Löwdin population analysis, charges in e, atoms 1 to 99: number 1, O, carries 0.086; number 2, O, carries 0.084; number 3, O, carries -0.338; number 4, O, carries -0.321; number 5, O, carries -0.108; number 6, S, carries 1.020; number 7, C, carries -0.318; number 8, C, carries -0.347; number 9, C, carries 0.051; number 10, C, carries -0.393; number 11, C, carries -0.165; number 12, C, carries -0.139; number 13, C, carries 0.004; number 14, C, carries -0.321; number 15, C, carries -0.430; number 16, C, carries -0.087; number 17, C, carries -0.133; number 18, C, carries -0.136; number 19, C, carries -0.258; number 20, C, carries -0.135; number 21, C, carries -0.174; number 22, S, carries 0.767; number 23, H, carries 0.052; number 24, H, carries 0.099; number 25, H, carries 0.064; number 26, H, carries 0.071; number 27, H, carries 0.069; number 28, H, carries 0.121; number 29, H, carries 0.101; number 30, H, carries 0.096; number 31, H, carries 0.073; number 32, H, carries 0.113; number 33, H, carries 0.133; number 34, H, carries 0.133; number 35, H, carries 0.071; number 36, H, carries 0.131; number 37, H, carries 0.142; number 38, H, carries 0.163; number 39, H, carries 0.068; number 40, H, carries 0.082; number 41, O, carries -0.142; number 42, H, carries 0.002; number 43, H, carries 0.008; number 44, O, carries -0.122; number 45, H, carries 0.076; number 46, H, carries 0.080; number 47, O, carries -0.141; number 48, H, carries 0.065; number 49, H, carries -0.015; number 50, O, carries -0.113; number 51, H, carries 0.027; number 52, H, carries 0.095; number 53, O, carries -0.136; number 54, H, carries 0.029; number 55, H, carries 0.028; number 56, O, carries -0.122; number 57, H, carries 0.030; number 58, H, carries 0.047; number 59, O, carries -0.078; number 60, H, carries 0.088; number 61, H, carries 0.116; number 62, O, carries -0.119; number 63, H, carries 0.061; number 64, H, carries -0.007; number 65, O, carries -0.109; number 66, H, carries 0.103; number 67, H, carries 0.102; number 68, O, carries -0.138; number 69, H, carries 0.029; number 70, H, carries 0.004; number 71, O, carries -0.124; number 72, H, carries 0.063; number 73, H, carries 0.065; number 74, O, carries -0.137; number 75, H, carries -0.018; number 76, H, carries 0.069; number 77, O, carries -0.099; number 78, H, carries 0.111; number 79, H, carries 0.026; number 80, O, carries -0.105; number 81, H, carries 0.100; number 82, H, carries 0.041; number 83, O, carries -0.154; number 84, H, carries 0.001; number 85, H, carries -0.019; number 86, O, carries -0.089; number 87, H, carries 0.130; number 88, H, carries 0.117; number 89, O, carries -0.094; number 90, H, carries 0.102; number 91, H, carries 0.108; number 92, O, carries -0.093; number 93, H, carries 0.095; number 94, H, carries 0.106; number 95, O, carries -0.109; number 96, H, carries 0.104; number 97, H, carries 0.052; number 98, O, carries -0.117; number 99, H, carries 0.050

(2)
# C15H60N30O15

15 unconnected molecules or ions with the total composition C15H60N30O15 (the ωB97M-V functional and the def2-TZVPD basis, the OMol25 dataset).

Structure (ORCA input):
```
! wB97M-V def2-TZVPD RIJCOSX def2/J DEFGRID3
* xyz 1 2
C -1.487 -1.583 -10.760
O -1.944 -2.089 -11.808
N -0.599 -2.176 -10.034
N -1.769 -0.422 -10.306
H -0.303 -3.076 -10.383
H -0.096 -1.654 -9.331
H -2.101 0.273 -10.959
H -1.166 -0.187 -9.530
C -0.417 -4.537 -18.751
O -1.249 -4.109 -19.469
N -0.568 -5.263 -17.663
N 0.804 -4.202 -18.904
H 0.282 -5.635 -17.263
H -1.525 -5.501 -17.446
H 1.488 -4.631 -18.298
H 1.082 -3.646 -19.700
C -1.022 -8.597 -14.390
O -2.083 -9.294 -14.586
N -0.661 -8.119 -13.255
N -0.138 -8.367 -15.273
H 0.256 -7.704 -13.170
H -1.217 -8.455 -12.481
H -0.468 -8.692 -16.170
H 0.474 -7.587 -15.082
C 5.617 -7.996 -14.115
O 4.608 -8.504 -14.263
N 6.451 -7.698 -15.051
N 6.205 -7.823 -12.953
H 6.057 -7.934 -15.950
H 7.239 -7.072 -14.972
H 5.632 -7.685 -12.133
H 7.177 -7.565 -13.047
C -0.139 -1.105 -16.365
O -1.146 -1.023 -16.989
N 0.596 -0.093 -15.964
N 0.503 -2.223 -16.179
H 0.389 0.747 -16.485
H 1.034 -0.165 -15.057
H 1.403 -2.000 -15.779
H 0.275 -3.102 -16.622
C 1.271 -5.547 -12.800
O 0.992 -5.190 -11.639
N 0.776 -5.094 -13.908
N 2.344 -6.254 -13.221
H 0.030 -4.422 -13.796
H 1.400 -5.067 -14.701
H 2.490 -6.281 -14.220
H 2.817 -6.757 -12.485
C 1.568 -10.435 -12.839
O 1.785 -9.280 -12.586
N 0.618 -11.113 -12.166
N 2.376 -11.137 -13.537
H 0.015 -10.479 -11.662
H 0.363 -12.016 -12.541
H 1.930 -11.966 -13.903
H 3.127 -10.730 -14.077
C 3.093 -6.133 -17.022
O 2.365 -5.214 -16.731
N 4.355 -6.355 -16.946
N 2.471 -7.129 -17.614
H 4.731 -5.616 -16.369
H 4.821 -7.231 -17.135
H 2.955 -7.906 -18.042
H 1.498 -6.921 -17.789
C 4.458 -8.992 -10.443
O 5.418 -8.568 -9.918
N 4.282 -10.193 -10.920
N 3.581 -8.165 -11.019
H 5.053 -10.822 -11.096
H 3.504 -10.284 -11.558
H 3.499 -7.209 -10.702
H 2.900 -8.595 -11.628
C 1.940 -0.853 -12.352
O 1.084 -0.020 -12.757
N 3.115 -0.572 -12.063
N 1.697 -2.100 -12.500
H 3.909 -1.127 -11.777
H 3.420 0.352 -12.332
H 0.751 -2.446 -12.569
H 2.328 -2.619 -11.906
C 3.941 -4.447 -9.742
O 4.120 -5.558 -10.232
N 4.736 -4.163 -8.665
N 3.142 -3.584 -10.209
H 5.321 -4.979 -8.551
H 4.980 -3.239 -8.338
H 2.564 -4.096 -10.860
H 2.853 -2.763 -9.698
C -1.638 -4.761 -7.929
O -2.237 -3.904 -7.353
N -0.500 -4.636 -8.454
N -2.095 -5.944 -8.178
H -0.043 -3.740 -8.356
H -0.054 -5.455 -8.842
H -1.537 -6.644 -8.645
H -3.080 -6.095 -8.012
C -0.215 -8.851 -9.878
O -0.946 -9.348 -10.715
N 0.053 -9.434 -8.756
N 0.344 -7.695 -9.933
H 0.847 -9.109 -8.224
H -0.237 -10.376 -8.534
H 0.230 -7.031 -10.687
H 0.814 -7.468 -9.069
C 4.389 -2.456 -15.712
O 3.513 -1.654 -15.700
N 5.481 -2.423 -16.443
N 4.371 -3.517 -14.991
H 5.468 -1.912 -17.314
H 6.032 -3.268 -16.478
H 5.312 -3.849 -14.833
H 3.550 -3.728 -14.442
C -2.681 -4.677 -14.865
O -2.906 -5.133 -16.001
N -2.235 -3.460 -14.669
N -2.876 -5.358 -13.767
H -1.928 -2.980 -15.504
H -2.210 -3.167 -13.703
H -2.737 -4.982 -12.841
H -3.039 -6.355 -13.771
*
```

For the orbital gap (alpha / beta), the calculation gives 8.2 / 3.0 eV. The HOMO energy (alpha / beta) is -10.86 / -10.86 eV. As for the largest force on an atom: 9.3 eV Å⁻¹.

Löwdin population analysis, charges in e, atoms 1 to 99: number 1, C, carries -0.761; number 2, O, carries -0.010; number 3, N, carries 0.166; number 4, N, carries 0.201; number 5, H, carries 0.090; number 6, H, carries 0.119; number 7, H, carries 0.139; number 8, H, carries 0.119; number 9, C, carries -0.849; number 10, O, carries 0.094; number 11, N, carries 0.185; number 12, N, carries 0.164; number 13, H, carries 0.053; number 14, H, carries 0.091; number 15, H, carries 0.054; number 16, H, carries 0.132; number 17, C, carries -0.770; number 18, O, carries -0.028; number 19, N, carries 0.178; number 20, N, carries 0.182; number 21, H, carries 0.064; number 22, H, carries 0.093; number 23, H, carries 0.129; number 24, H, carries 0.087; number 25, C, carries -0.873; number 26, O, carries 0.113; number 27, N, carries 0.160; number 28, N, carries 0.204; number 29, H, carries 0.091; number 30, H, carries 0.120; number 31, H, carries 0.086; number 32, H, carries 0.113; number 33, C, carries -0.634; number 34, O, carries 0.391; number 35, N, carries 0.314; number 36, N, carries 0.268; number 37, H, carries 0.162; number 38, H, carries 0.117; number 39, H, carries 0.090; number 40, H, carries 0.105; number 41, C, carries -0.698; number 42, O, carries -0.010; number 43, N, carries 0.188; number 44, N, carries 0.208; number 45, H, carries 0.095; number 46, H, carries 0.071; number 47, H, carries 0.092; number 48, H, carries 0.074; number 49, C, carries -0.750; number 50, O, carries -0.017; number 51, N, carries 0.213; number 52, N, carries 0.202; number 53, H, carries 0.054; number 54, H, carries 0.117; number 55, H, carries 0.123; number 56, H, carries 0.118; number 57, C, carries -0.759; number 58, O, carries -0.012; number 59, N, carries 0.216; number 60, N, carries 0.196; number 61, H, carries 0.097; number 62, H, carries 0.115; number 63, H, carries 0.129; number 64, H, carries 0.099; number 65, C, carries -0.797; number 66, O, carries 0.064; number 67, N, carries 0.195; number 68, N, carries 0.133; number 69, H, carries 0.125; number 70, H, carries 0.065; number 71, H, carries 0.043; number 72, H, carries 0.018; number 73, C, carries -0.804; number 74, O, carries -0.018; number 75, N, carries 0.207; number 76, N, carries 0.197; number 77, H, carries 0.129; number 78, H, carries 0.141; number 79, H, carries 0.097; number 80, H, carries 0.059; number 81, C, carries -0.723; number 82, O, carries 0.019; number 83, N, carries 0.170; number 84, N, carries 0.183; number 85, H, carries 0.117; number 86, H, carries 0.104; number 87, H, carries 0.073; number 88, H, carries 0.131; number 89, C, carries -0.852; number 90, O, carries 0.070; number 91, N, carries 0.166; number 92, N, carries 0.181; number 93, H, carries 0.103; number 94, H, carries 0.085; number 95, H, carries 0.084; number 96, H, carries 0.131; number 97, C, carries -0.768; number 98, O, carries 0.016; number 99, N, carries 0.196